# 1
Entry from the OMol25 dataset: a structure of composition C11H14InNO7P2S5 (ωB97M-V with the def2-TZVPD basis set).

spin multiplicity = 1
HOMO-LUMO gap = 7.0 eV

```
41
Properties=species:S:1:pos:R:3:forces:R:3
In -0.112765 -0.756064 0.020483 0.25 -0.09 -0.45
C -0.368122 -0.525536 5.104327 -0.01 -0.03 0.10
C 0.436575 -0.580711 3.828696 -0.49 0.12 -0.72
O 1.805624 -0.690676 4.075684 0.59 -0.12 0.26
P 0.168543 0.930393 2.804115 -0.12 0.75 -0.01
O -1.350320 1.367515 2.715908 0.30 0.12 0.51
O 0.816949 2.080969 3.654440 0.02 -0.21 0.43
O 0.792480 0.845794 1.448181 -0.05 -0.47 -0.36
P -0.124552 -1.835214 2.628419 -0.35 -0.68 0.39
O -0.396101 -3.145687 3.476114 0.18 0.22 0.27
O -1.386399 -1.315207 1.980490 0.09 0.32 -0.39
O 0.983567 -2.023913 1.619335 0.16 0.17 -0.35
H 0.006966 0.273567 5.740601 -0.01 0.04 0.03
H -0.276032 -1.473708 5.628319 -0.01 -0.03 0.05
H -1.413473 -0.341075 4.867105 -0.09 -0.01 0.11
H 2.207580 -1.196077 3.354195 0.07 0.09 -0.04
H -1.868291 0.754109 2.179095 -0.29 -0.28 -0.22
H 0.651846 2.942179 3.266571 0.02 0.46 -0.06
H -0.904582 -3.784222 2.969262 -0.17 -0.32 -0.07
S -5.199153 -1.314708 -4.984950 -0.14 0.00 -0.17
C -3.962086 -1.143615 -3.939091 0.32 0.07 0.25
S -3.675216 0.300910 -3.002178 0.02 -0.50 -0.19
C -2.280133 -0.278682 -2.108532 -0.20 -0.26 -0.33
C -1.866675 -1.532289 -2.393938 -0.32 0.24 -0.21
S -0.583285 -2.467509 -1.677227 0.31 -0.07 0.44
S -2.776278 -2.385450 -3.630198 -0.28 0.42 0.07
S -1.652130 0.868616 -0.956912 0.29 0.04 0.46
N 1.994890 -0.215447 -0.947506 -0.22 -0.37 0.65
C 1.759241 0.626836 -2.063339 -0.07 0.45 -0.64
C 1.608212 0.088348 -3.334911 0.08 -0.13 0.17
C 1.302989 0.918239 -4.400215 0.00 0.03 0.02
C 1.139555 2.278395 -4.202175 -0.01 0.06 -0.05
C 1.295062 2.814110 -2.934328 0.03 -0.04 0.00
C 1.595089 1.992060 -1.863610 0.13 -0.12 0.08
H 2.494148 -1.068003 -1.185361 -0.04 0.15 0.07
H 2.446313 0.277004 -0.182837 0.13 -0.12 -0.07
H 1.721401 -0.977743 -3.486579 -0.02 -0.03 0.01
H 1.199301 0.500875 -5.390237 -0.05 -0.07 -0.06
H 0.889955 2.919489 -5.033244 0.00 0.06 -0.08
H 1.187146 3.876745 -2.780634 -0.06 0.09 0.05
H 1.692160 2.395380 -0.863340 0.00 0.05 0.03
```
Forces are in eV/Å.

***

# 2
Entry from the OMol25 dataset: a structure of composition C22H35NO4P2Re (ωB97M-V with the def2-TZVPD basis set).

spin multiplicity = 4
HOMO-LUMO gap (spin up / spin down) = 6.0 / 5.6 eV
charge = +2

```
65
Properties=species:S:1:pos:R:3:forces:R:3
P 0.072906 -2.791853 -1.870209 -1.43 -3.94 -8.15
P 0.689642 0.691800 -2.965121 -0.75 -0.12 -4.78
C -0.461645 -1.875843 -3.396445 0.06 0.44 0.44
C 0.550571 -0.885618 -3.909434 0.43 0.76 -0.17
H -1.413314 -1.368718 -3.178805 0.12 -0.27 -0.14
H -0.628359 -2.621381 -4.179162 -0.14 -0.12 0.27
H 1.572271 -1.266998 -3.979018 -0.21 -0.26 -0.11
H 0.284050 -0.542455 -4.920405 0.09 -0.16 0.14
C -0.390938 1.849667 -3.916484 -0.15 -0.28 -0.21
H -0.455425 2.847146 -3.451991 0.03 -0.49 -0.09
H -1.386999 1.398180 -4.007932 0.10 0.29 0.05
H 0.006689 1.980655 -4.929992 -0.02 -0.14 0.24
C 2.331960 1.260594 -3.662073 0.99 0.37 0.47
H 2.265058 1.512715 -4.730305 -0.66 -0.30 0.24
H 3.104111 0.484201 -3.604854 -0.25 -0.01 0.35
H 2.741768 2.164061 -3.189485 -0.32 -0.29 0.10
C -1.238552 -4.088120 -1.957915 0.18 -0.04 0.43
H -1.162973 -4.732360 -1.075184 -0.10 -0.03 -0.34
H -1.128160 -4.669097 -2.879764 -0.09 0.11 0.18
H -2.211822 -3.581057 -1.919177 0.21 -0.16 -0.10
C 1.599848 -3.602647 -2.510213 0.08 0.05 0.45
H 2.261293 -2.854149 -2.955756 -0.03 -0.22 0.10
H 1.336001 -4.358997 -3.256114 0.03 0.14 0.10
H 2.124895 -4.070731 -1.671233 -0.01 -0.07 -0.29
Re 0.298839 -2.000836 0.055955 -0.17 4.28 7.47
C -1.348475 3.212542 0.764778 -0.15 0.14 1.00
C -2.312042 2.991799 -0.117051 -0.85 0.44 -0.04
C -2.380617 1.942303 -1.174703 0.57 -0.06 -0.61
C -1.530317 0.651928 -0.897197 -2.30 0.63 -0.75
C -0.167785 0.707195 -1.427352 3.70 -0.99 1.79
C 0.954633 1.574840 -1.226575 -2.38 -0.59 2.73
C 0.781886 2.900568 -0.656701 0.58 0.48 1.37
C 0.062488 2.742182 0.730484 0.35 -0.73 -0.08
C 0.865110 -3.755447 0.852239 -0.01 -0.60 0.24
H -1.555938 3.724824 1.711618 -0.24 0.56 -0.79
H -3.206750 3.626165 -0.119437 0.17 -0.43 0.60
H -2.049662 2.347353 -2.135981 -0.31 0.00 0.03
H -3.421062 1.633967 -1.328284 0.21 0.12 0.21
H -1.637053 0.436659 0.196513 0.88 0.22 -0.52
H -2.100626 -0.176137 -1.366388 0.51 0.30 0.00
H -1.181543 -2.681176 0.253116 0.30 0.27 -0.34
H 1.924137 1.132507 -0.984827 0.12 -0.30 -1.13
H 0.240263 3.572895 -1.339777 0.29 -0.03 0.36
H 1.805724 3.216228 -0.442086 -0.29 0.85 -0.25
H 0.120368 1.673308 1.031841 0.16 0.53 0.02
H 0.635052 3.299130 1.476382 -0.10 -0.09 -0.16
H 1.981286 -3.662154 0.845483 -0.59 -0.44 0.27
H 0.485504 -4.655635 0.330735 0.56 0.32 0.40
H 0.431028 -3.726211 1.882849 0.58 -0.16 -0.53
O -1.567142 -0.844254 2.164030 1.01 -0.17 -0.82
C -0.398147 -0.650262 2.479552 -0.83 0.81 2.28
O 0.640069 -0.822269 1.685702 0.21 -0.42 -1.03
C -0.076244 -0.128452 3.869266 -0.60 0.03 0.24
C -1.170301 0.196575 4.706822 0.69 -0.12 -0.17
C -0.954373 0.789767 5.942811 0.35 0.16 0.21
C 0.360778 1.056089 6.356616 -0.26 -0.64 -1.89
C 1.454634 0.647917 5.572203 -0.22 0.43 0.76
C 1.228248 0.059489 4.339210 -0.39 -0.17 -0.33
N 0.548291 1.901555 7.505916 0.19 2.03 3.28
O -0.486446 2.326769 8.082947 2.26 -1.07 -1.44
O 1.705320 2.198982 7.880866 -2.31 -0.93 -1.22
H -2.180417 -0.007187 4.381319 0.03 0.04 -0.09
H -1.781769 1.091552 6.585623 0.28 -0.10 -0.25
H 2.463978 0.834023 5.930701 -0.22 0.00 -0.06
H 2.056195 -0.258077 3.717871 0.06 0.13 0.09
```
Forces are in eV/Å.

***

# 3
Entry from the OMol25 dataset: a cluster of 2 separate species, C2H7S3 in total (ωB97M-V with the def2-TZVPD basis set).

spin multiplicity = 1
HOMO-LUMO gap = 5.5 eV
charge = -1

```
12
Properties=species:S:1:pos:R:3:forces:R:3
S 2.593288 -1.116330 -3.349464 0.15 0.22 -0.41
H 2.247643 0.026626 -3.995178 0.08 -0.28 0.15
C -1.070713 0.958513 2.724798 -0.63 -1.41 0.03
S -0.729946 1.050412 0.987178 0.20 0.72 -1.08
S -0.146841 -0.893758 0.510649 -0.25 -0.80 0.81
C 0.123328 -0.728613 -1.264934 0.04 1.26 0.41
H -1.790301 0.149641 2.893873 0.06 0.02 0.08
H -0.197871 0.741124 3.320550 0.32 0.27 0.23
H -1.583663 1.864713 2.997784 0.15 0.51 0.15
H 1.069348 -0.202594 -1.391878 -0.19 -0.21 -0.39
H 0.192292 -1.689750 -1.751718 0.09 -0.28 0.19
H -0.706568 -0.159980 -1.681662 -0.02 -0.03 -0.17
```
Forces are in eV/Å.

***

| no. | E (eV) | strongest force on any atom (eV Å⁻¹) |
| --- | --- | --- |
| 1 | -105392.85795 | 0.87 |
| 2 | -53744.07803 | 9.16 |
| 3 | -34693.92914 | 1.54 |